{
  "formula": "C31H32BrF40INO5P",
  "method": "ωB97M-V/def2-TZVPD",
  "elements": ["C", "C", "C", "Br", "P", "I", "C", "C", "C", "N", "H", "H", "H", "H", "H", "H", "H", "H", "H", "H", "H", "H", "C", "C", "C", "F", "F", "F", "F", "O", "C", "C", "F", "F", "F", "F", "H", "H", "H", "H", "C", "C", "C", "F", "F", "F", "F", "O", "C", "C", "F", "F", "F", "F", "H", "H", "H", "H", "C", "C", "C", "F", "F", "F", "F", "O", "C", "C", "F", "F", "F", "F", "H", "H", "H", "H", "C", "C", "C", "F", "F", "F", "F", "O", "C", "C", "F", "F", "F", "F", "H", "H", "H", "H", "C", "C", "C", "F", "F", "F", "F", "O", "C", "C", "F", "F", "F", "F", "H", "H", "H", "H"],
  "coordinates": [[-2.28195, -0.85213, 1.68468], [-0.87149, -1.56990, 1.72482], [0.35279, -0.56932, 1.99985], [0.64752, -0.39709, 3.94881], [0.02236, 1.08956, 1.16650], [-0.21923, 0.51378, -1.23920], [1.48458, 2.26279, 1.31552], [2.71687, 1.92333, 0.40422], [3.46885, 0.53058, 0.41151], [3.18447, 2.83730, -0.39396], [-2.43808, -0.21149, 0.76703], [-2.47538, -0.25609, 2.62728], [-3.11195, -1.62315, 1.65231], [-0.69108, -2.00589, 0.70699], [-0.94456, -2.37117, 2.51573], [1.25756, -1.09791, 1.57057], [1.84981, 2.41484, 2.37333], [1.12140, 3.28066, 0.97411], [4.56202, 0.73257, 0.62219], [3.11233, -0.13377, 1.24353], [3.34632, 0.04371, -0.59578], [3.98586, 2.43524, -0.90738], [-2.20886, 3.37577, -4.70322], [-2.90362, 3.61785, -3.34236], [-3.52292, 2.39942, -2.65183], [-4.50015, 1.82765, -3.37626], [-4.08818, 2.76730, -1.47480], [-3.81523, 4.60701, -3.48701], [-1.94697, 4.10656, -2.50452], [-2.94942, 3.66790, -5.90341], [-3.81414, 2.69099, -6.43275], [-5.28288, 3.12927, -6.41697], [-5.70446, 3.42070, -5.17199], [-6.07694, 2.13749, -6.88053], [-3.60516, 1.51784, -5.81808], [-3.42849, 2.51359, -7.71398], [-1.38061, 4.08718, -4.73651], [-1.73414, 2.39452, -4.75589], [-2.76252, 1.64427, -2.43508], [-5.42976, 4.01561, -7.03774], [-0.73029, -3.83629, 8.09306], [-1.07015, -5.19602, 7.43715], [-0.17264, -6.38522, 7.79361], [1.10682, -6.20488, 7.42993], [-0.59928, -7.49834, 7.14610], [-1.14006, -5.02916, 6.09717], [-2.33216, -5.51494, 7.84404], [0.02566, -2.88487, 7.32468], [1.42849, -2.96953, 7.31567], [1.98731, -3.28502, 5.92477], [1.50023, -4.44301, 5.43967], [3.33693, -3.41614, 5.97001], [1.84329, -3.82917, 8.25925], [1.87759, -1.75380, 7.69614], [-1.69055, -3.33721, 8.24014], [-0.32137, -3.95323, 9.09814], [-0.20401, -6.59192, 8.86748], [1.73667, -2.49407, 5.21533], [-4.70140, -3.42374, -2.17767], [-3.28915, -2.79334, -2.13841], [-2.23211, -3.39096, -3.07224], [-1.97392, -4.68181, -2.81504], [-1.05719, -2.72913, -2.91972], [-2.85088, -2.78255, -0.85881], [-3.44059, -1.48468, -2.49655], [-5.03956, -4.38685, -1.16542], [-4.68330, -5.73412, -1.35345], [-3.67621, -6.22547, -0.30755], [-2.54583, -5.49176, -0.31758], [-3.31795, -7.50477, -0.55978], [-4.27081, -5.92804, -2.61546], [-5.82405, -6.44233, -1.22187], [-5.39244, -2.60012, -1.98476], [-4.96662, -3.78093, -3.17420], [-2.53430, -3.29852, -4.11964], [-4.10213, -6.17207, 0.69627], [-2.60487, 6.91123, -8.64594], [-2.74743, 5.61877, -9.48474], [-1.75397, 4.48962, -9.19545], [-0.47828, 4.84410, -9.42458], [-2.00506, 3.42859, -10.00314], [-2.73744, 5.94756, -10.79584], [-3.99639, 5.12725, -9.22730], [-1.90258, 8.02230, -9.22836], [-0.50129, 8.07741, -9.12726], [0.18909, 7.99741, -10.49337], [-0.13450, 6.86863, -11.15240], [1.53376, 7.99560, -10.34491], [-0.06670, 7.14938, -8.26097], [-0.21567, 9.27183, -8.56736], [-3.62166, 7.29094, -8.52301], [-2.25964, 6.70819, -7.63058], [-1.84012, 4.14769, -8.16167], [-0.09319, 8.84506, -11.12083], [5.99813, -1.69583, 6.83022], [6.69751, -0.76348, 5.81255], [8.05844, -1.21562, 5.27408], [8.98818, -1.33907, 6.23377], [8.53754, -0.29877, 4.39538], [6.77799, 0.47831, 6.34109], [5.85781, -0.66385, 4.74095], [6.12825, -1.37690, 8.22662], [7.25968, -1.82412, 8.93060], [8.12843, -0.66856, 9.43953], [8.55168, 0.12032, 8.43353], [9.23325, -1.14384, 10.05932], [7.94181, -2.71007, 8.18878], [6.78910, -2.51195, 9.99267], [4.92859, -1.58559, 6.64189], [6.20506, -2.74980, 6.63723], [7.97351, -2.17012, 4.74621], [7.57236, -0.04595, 10.14308]],
  "mulliken_charge": [-0.8513, -0.5097, -0.1788, -0.1036, -0.0721, -0.0448, -0.4169, 0.5922, -1.0380, -0.7057, 0.1497, 0.3134, 0.3022, 0.1472, 0.3654, 0.3594, 0.3996, 0.2669, 0.4533, 0.0857, 0.2858, 0.2575, -0.9596, 0.8579, 0.6019, -0.2521, -0.2898, -0.2768, -0.3070, -0.3297, 0.8065, 0.3124, -0.2274, -0.2758, -0.3067, -0.2989, 0.4563, 0.4132, -0.1963, 0.1705, -0.7247, 0.9235, 0.0458, -0.1982, -0.2759, -0.2561, -0.3314, -0.3459, 0.8442, 0.8180, -0.2227, -0.2449, -0.2989, -0.3012, 0.3884, 0.3139, 0.2814, -0.4252, -0.8277, 0.9814, 0.0640, -0.2309, -0.2250, -0.2123, -0.3244, -0.4042, 0.7626, 0.2068, -0.2135, -0.2642, -0.2786, -0.2984, 0.4256, 0.3426, 0.2912, 0.2436, -0.9512, 0.9895, 0.6330, -0.2377, -0.2793, -0.2818, -0.2878, -0.4255, 0.7980, 0.1909, -0.2123, -0.2550, -0.2767, -0.2971, 0.4700, 0.4104, -0.1877, 0.2306, -0.5177, 0.9113, 0.0814, -0.2191, -0.2721, -0.2833, -0.3217, -0.3979, 0.7794, 0.2055, -0.2138, -0.2638, -0.2861, -0.2898, 0.1819, 0.3829, 0.2774, 0.2304],
  "smiles": "[H]/N=C(\\C)CP(I)[C@@H](Br)CC.FC(F)C(F)(F)COC(F)(F)C(F)F.FC(F)C(F)(F)COC(F)(F)C(F)F.FC(F)C(F)(F)COC(F)(F)C(F)F.FC(F)C(F)(F)COC(F)(F)C(F)F.FC(F)C(F)(F)COC(F)(F)C(F)F",
  "homo_ev": -8.9,
  "e_above_lowest_kcal_mol": 46.6,
  "max_force_ev_per_a": 2.4,
  "charge": 0
}

{
  "formula": "C9H19B",
  "method": "ωB97M-V/def2-TZVPD",
  "elements": ["B", "C", "C", "C", "C", "C", "C", "C", "C", "C", "H", "H", "H", "H", "H", "H", "H", "H", "H", "H", "H", "H", "H", "H", "H", "H", "H", "H", "H"],
  "coordinates": [[-0.15571, 1.61591, -1.36640], [1.10175, 2.29408, -1.99813], [2.38774, 1.43497, -1.91105], [2.41642, 0.75034, -0.59442], [1.31008, -0.30918, -0.38659], [-0.13724, 0.37482, -0.36079], [-1.83204, -2.15106, 2.97344], [-1.39086, -0.49777, -0.55860], [-1.68668, -0.89854, 2.02924], [-1.31881, -1.41141, 0.61097], [-1.25925, 1.94311, -1.87045], [1.09355, 2.76971, -2.97787], [1.24059, 3.30529, -1.48217], [2.28200, 0.74004, -2.68629], [3.14059, 2.11897, -2.03975], [3.33451, 0.09031, -0.31380], [2.20949, 1.40517, 0.17216], [1.35333, -0.93049, -1.22264], [1.29684, -0.77770, 0.59131], [-0.29599, 0.97653, 0.55477], [-2.47899, -2.75376, 2.50573], [-2.25497, -1.86925, 3.81310], [-0.96755, -2.76759, 3.09844], [-2.16626, 0.12481, -0.64303], [-1.35898, -0.87887, -1.55919], [-0.90386, -0.40605, 2.42552], [-2.56212, -0.11582, 1.99364], [-0.35612, -1.88240, 0.61939], [-2.04146, -2.29415, 0.58348]],
  "mulliken_charge": [0.1850, -0.7146, -0.6924, -0.8526, -0.7845, 0.3201, -1.7211, -1.2812, -0.1732, -0.5871, -0.1579, 0.4242, 0.2770, 0.3642, 0.4004, 0.2664, 0.4126, 0.3445, 0.5690, -0.1674, 0.4909, 0.5280, 0.3667, 0.5982, 0.3445, 0.3363, 0.2736, 0.2259, 0.4045],
  "smiles": "CCCC[C@@H]1BCCCC1",
  "homo_ev": -9.6,
  "e_above_lowest_kcal_mol": 14.2,
  "max_force_ev_per_a": 5.0,
  "charge": 0
}

{
  "formula": "C21H40Cl3N4O3SScSi",
  "method": "ωB97M-V/def2-TZVPD",
  "elements": ["C", "C", "H", "H", "H", "C", "C", "H", "H", "H", "H", "Sc", "Cl", "Cl", "H", "H", "C", "C", "N", "H", "C", "O", "H", "H", "H", "H", "H", "H", "C", "C", "N", "H", "C", "O", "H", "H", "H", "H", "O", "C", "C", "C", "H", "C", "H", "C", "H", "C", "C", "H", "H", "H", "Si", "Cl", "C", "C", "C", "H", "H", "H", "H", "H", "H", "H", "H", "H", "N", "C", "N", "S", "H", "H", "H", "H"],
  "coordinates": [[-0.42764, 3.73892, 0.69784], [-1.74756, 3.04736, 0.81550], [-0.54459, 4.75767, 0.30983], [0.22930, 3.17487, 0.01463], [0.09127, 3.77613, 1.67401], [-2.93628, 3.57221, 0.42356], [-3.10508, 4.90177, -0.21662], [-3.85570, 3.02254, 0.58653], [-2.19400, 5.27824, -0.69242], [-3.43529, 5.64196, 0.52391], [-3.87819, 4.86984, -0.99559], [0.31326, -0.67302, 0.14249], [1.24878, -0.41558, 2.32183], [1.87211, 0.10574, -1.37863], [2.51145, -5.95387, 0.13526], [4.38795, -5.13577, 1.48559], [2.51251, -5.02872, -0.45698], [4.40626, -4.18753, 0.93371], [3.10173, -3.93976, 0.32792], [1.49542, -4.74991, -0.74529], [2.46191, -2.79074, 0.46059], [1.24535, -2.65180, 0.09507], [4.64610, -3.36185, 1.60863], [2.99348, -1.95293, 0.93907], [3.10779, -5.20576, -1.36305], [5.18211, -4.25124, 0.16120], [-0.99540, 2.17651, -1.92381], [-3.81838, 1.65921, -1.99413], [-1.07904, 1.46003, -2.75552], [-3.48929, 0.93277, -2.74978], [-2.13139, 0.48212, -2.49189], [-0.10661, 0.97548, -2.88336], [-1.90307, -0.74959, -2.01466], [-0.78032, -1.19390, -1.68166], [-4.15470, 0.06504, -2.70592], [-2.80696, -1.37758, -1.91659], [-1.37495, 2.02335, -3.65107], [-3.52752, 1.41542, -3.73360], [-0.96445, 0.86057, 0.40858], [-1.63371, 1.62997, 1.33594], [-3.90740, 0.57229, 0.90779], [-2.95305, 1.03056, 1.81228], [-3.67629, 0.58461, -0.16147], [-5.13657, 0.08891, 1.36813], [-1.01553, 1.71381, 2.24111], [-3.20101, 0.95269, 3.18406], [-5.87592, -0.26475, 0.64474], [-5.40578, 0.06064, 2.73830], [-4.43868, 0.50304, 3.65115], [-2.39935, 1.25853, 3.86324], [-6.37772, -0.28759, 3.09392], [-4.64554, 0.50930, 4.72458], [4.82833, 1.52646, -1.46268], [3.42670, 2.98486, -0.88112], [4.45342, 0.61502, -3.07078], [5.09154, 0.44447, 0.04501], [6.47741, 2.40485, -1.84012], [3.41771, 0.25891, -3.14852], [5.10961, -0.26614, -3.13052], [4.66203, 1.25001, -3.94262], [6.41607, 2.94749, -2.79384], [7.28985, 1.66521, -1.92112], [6.74349, 3.12158, -1.05257], [4.14597, 0.03559, 0.42715], [5.55950, 1.04172, 0.84278], [5.77206, -0.38549, -0.20223], [-2.99102, -4.04939, 2.30013], [-1.95129, -3.35931, 1.74851], [-0.73347, -3.90441, 1.90877], [-2.20577, -1.87632, 0.97647], [-2.89641, -5.05717, 2.37051], [-3.90187, -3.73354, 1.98779], [0.05831, -3.50174, 1.40630], [-0.65596, -4.83284, 2.31372]],
  "mulliken_charge": [-1.4222, 0.2916, 0.4037, 0.1295, 0.3182, 0.2039, -1.6342, 0.4871, 0.3923, 0.2871, 0.3524, -0.6754, -0.5611, -0.2411, 0.3305, 0.3286, -0.9198, -0.9253, 0.2894, 0.2370, 0.5444, -0.6600, 0.3022, 0.0167, 0.3414, 0.3254, 0.1482, 0.2679, -0.8488, -0.9832, 0.4126, 0.2080, -0.0201, -0.6753, 0.3124, 0.4269, 0.4019, 0.3600, 1.1365, 0.1086, 0.6533, -0.2609, 0.2504, -0.8035, 0.2971, -0.6629, 0.3704, -0.5745, -0.6891, 0.3996, 0.3882, 0.3796, 0.6622, -0.2954, -0.8281, -0.5760, -1.0533, 0.2296, 0.2801, 0.3135, 0.2823, 0.3062, 0.2875, -0.1040, 0.3066, 0.2942, -0.4745, 0.2596, -0.3045, -0.0741, 0.2139, 0.2574, 0.2502, 0.2208],
  "homo_ev": -8.0,
  "e_above_lowest_kcal_mol": 6.8,
  "max_force_ev_per_a": 2.6,
  "charge": 0
}

{
  "formula": "C3H6N2O",
  "method": "ωB97M-V/def2-TZVPD",
  "elements": ["C", "C", "C", "N", "N", "O", "H", "H", "H", "H", "H", "H"],
  "coordinates": [[-0.54543, -0.31471, 0.06882], [-0.99464, 0.90098, 0.64411], [0.71678, -0.28743, -0.79419], [-1.07997, -1.45385, 0.19032], [1.59499, 0.56261, -0.04876], [2.57898, -0.01847, 0.33190], [-1.16795, 1.68424, -0.05239], [-0.11453, 1.32186, 1.21897], [-1.95095, 0.90735, 1.30065], [0.36006, 0.19975, -1.74991], [1.18335, -1.31863, -0.94242], [-0.58069, -2.18370, -0.16709]],
  "mulliken_charge": [0.6845, -1.1258, -0.3927, -0.7389, 0.0567, -0.3702, 0.3409, 0.3205, 0.2878, 0.2417, 0.4681, 0.2274],
  "smiles": "[H]/N=C(/C)CN=O",
  "homo_ev": -9.4,
  "e_above_lowest_kcal_mol": 98.1,
  "max_force_ev_per_a": 4.4,
  "charge": 0
}